ORCA calculation (wB97M-V/def2-TZVPD) on 2 unconnected molecules or ions with the total composition C10H14N2O10PS.

The calculation puts the LUMO energy at -4.747 eV. The value obtained for the HOMO energy is -13.126 eV. As for the charge: +1. The calculation puts the max |F| at 0.56 eV Å⁻¹. The calculation puts the total energy at -54171.0198 eV.

Last column: Mulliken charge in e.
Atoms and positions in Å:
N 1.0339 2.4447 1.9209  -0.461
C 0.7829 1.6031 0.8584  1.375
C -0.4727 0.9549 0.7507  -0.014
C -1.4718 1.1159 1.8717  -0.065
O -1.5762 0.2535 2.6982  -0.502
O -2.1903 2.2397 1.9193  -0.259
C -2.1866 3.1701 0.8334  -0.008
C -3.2580 4.2100 1.0948  -0.165
O -3.8074 4.7601 0.1838  -0.420
C -0.7399 0.0936 -0.2943  -0.321
C 0.2182 -0.1031 -1.2726  -0.740
N 1.3667 0.5619 -1.1778  0.107
C 1.6942 1.3992 -0.1643  -0.434
P 3.3841 2.0587 -0.1846  0.844
O 4.2416 1.2669 0.6775  -0.594
O 3.7491 2.0025 -1.7293  -0.572
O 3.2319 3.5899 0.2015  -0.512
H 0.5847 2.1593 2.7835  0.304
H 2.0142 2.6183 2.1095  0.273
H -2.4065 2.6935 -0.1219  0.307
H -1.2250 3.6934 0.7894  0.169
H -3.4688 4.4487 2.1503  0.363
H -1.6716 -0.4482 -0.3642  0.670
H 0.0700 -0.7777 -2.1021  0.600
H 2.0623 0.4296 -1.9054  0.298
H 3.5036 2.7892 -2.2337  0.385
H 2.4094 4.0197 -0.0672  0.396
C 0.3109 -5.3754 -1.4143  -0.281
C -0.0857 -5.3976 0.0496  -0.330
O -0.8344 -4.1730 0.2050  -0.285
S -1.6712 -3.8880 -1.1146  1.030
O -2.9959 -4.3622 -0.9952  -0.533
O -1.4473 -2.5238 -1.4773  -0.495
O -0.8551 -4.8476 -2.0773  -0.305
H 1.1544 -4.7087 -1.5984  0.250
H 0.5205 -6.3603 -1.8194  0.317
H 0.7636 -5.3696 0.7246  0.310
H -0.7314 -6.2415 0.2917  0.298